No. 1
19
Properties=species:S:1:pos:R:3:mulliken_charge:R:1 method="wB97M-V/def2-TZVPD" e_lumo_ev=1.14 energy_ev=-5411.1862 e_above_lowest_kcal_mol=19.9 smiles=CCC.CC
H 0.215 -2.924 -1.568 0.234
C -0.630 -2.195 -1.480 -0.706
C -1.288 -2.316 -0.088 -0.621
H -2.315 -1.986 0.106 0.287
C 0.456 0.944 0.386 0.375
C -0.195 1.930 1.353 -1.242
H -1.222 -2.564 -2.315 0.302
H -0.292 0.603 -0.446 0.025
H 2.304 1.229 -0.856 0.331
H -0.404 2.923 0.929 0.328
H 0.769 -0.047 0.828 0.184
H -0.779 -1.537 0.467 0.006
H 1.376 2.715 -0.667 0.332
H 0.588 2.278 2.082 0.296
H -0.250 -1.192 -1.595 0.196
H 2.275 1.952 0.739 0.341
C 1.652 1.773 -0.157 -1.320
H -1.115 1.698 1.898 0.325
H -1.147 -3.284 0.383 0.327

***

No. 2
19
Properties=species:S:1:pos:R:3:mulliken_charge:R:1 method="wB97M-V/def2-TZVPD" e_lumo_ev=1.03 energy_ev=-5411.6530 e_above_lowest_kcal_mol=9.1 smiles=CCC.CC
H 0.255 3.375 0.379 0.261
H 0.648 -1.960 1.409 0.303
H -1.638 2.597 1.632 0.279
C -0.559 3.048 -0.257 -0.632
C -0.308 -2.468 -0.486 -0.989
H -0.372 2.106 -0.767 0.127
H 1.814 -0.555 -0.495 0.258
H 1.306 -3.354 0.694 0.255
H -2.333 1.888 0.287 0.261
H -0.250 -3.262 -1.229 0.315
C -1.825 2.814 0.581 -0.842
C 2.065 -1.580 -0.212 -1.053
H 2.813 -1.393 0.562 0.322
C 0.922 -2.365 0.435 -0.263
H -1.173 -2.618 0.162 0.298
H 2.399 -2.112 -1.098 0.303
H -0.435 -1.530 -1.025 0.251
H -0.743 3.789 -1.029 0.268
H -2.587 3.581 0.458 0.278

***

No. 3
19
Properties=species:S:1:pos:R:3:mulliken_charge:R:1 method="wB97M-V/def2-TZVPD" e_lumo_ev=1.09 energy_ev=-5410.9693 e_above_lowest_kcal_mol=24.9 smiles=CCC.CC
H -2.863 2.000 0.885 0.240
H 2.237 -0.985 -1.092 0.225
H -1.885 0.383 1.779 0.347
C 1.931 -2.342 0.466 -0.722
C -1.716 1.969 -1.173 -1.038
H -2.135 -0.374 0.285 0.381
H -1.337 2.682 0.867 0.310
H 3.427 -0.760 0.148 0.267
H 2.260 -3.266 0.949 0.332
H -0.765 2.388 -1.436 0.286
H -2.420 2.714 -1.570 0.319
H 1.200 -2.696 -0.279 0.216
H -2.068 1.044 -1.620 0.310
H 1.474 -1.733 1.243 0.196
C 2.909 -1.534 -0.412 -0.825
H 3.634 -2.069 -1.015 0.313
C -1.863 1.879 0.351 -0.265
H -0.470 0.281 0.882 0.232
C -1.550 0.420 0.742 -1.123

***

No. 4
19
Properties=species:S:1:pos:R:3:mulliken_charge:R:1 method="wB97M-V/def2-TZVPD" e_lumo_ev=1.09 energy_ev=-5410.0746 e_above_lowest_kcal_mol=45.5 smiles=CCC.CC
C 2.083 -1.218 1.949 -0.726
C -0.766 -0.022 -0.386 -0.712
H 3.224 -2.084 0.250 0.374
H 1.501 -0.292 2.098 0.328
H -1.398 1.884 -2.308 0.386
H -1.542 2.946 -0.875 0.319
C 2.381 -1.419 0.364 -1.165
H -2.815 2.304 -1.693 0.442
H 1.574 -2.232 2.080 0.180
H -0.062 -0.039 0.400 0.035
C -1.884 2.052 -1.381 -1.361
H -2.448 1.019 0.527 0.224
H 2.747 -0.534 -0.006 0.392
H 0.045 0.349 -1.087 0.299
H -0.933 -1.090 -0.615 0.258
H -2.946 0.062 -1.026 0.274
H 1.586 -1.589 -0.262 0.352
C -2.091 0.708 -0.527 -0.174
H 3.127 -1.303 2.410 0.274

***

Repeat the second record exactly.
19
Properties=species:S:1:pos:R:3:mulliken_charge:R:1 method="wB97M-V/def2-TZVPD" e_lumo_ev=1.03 energy_ev=-5411.6530 e_above_lowest_kcal_mol=9.1 smiles=CCC.CC
H 0.255 3.375 0.379 0.261
H 0.648 -1.960 1.409 0.303
H -1.638 2.597 1.632 0.279
C -0.559 3.048 -0.257 -0.632
C -0.308 -2.468 -0.486 -0.989
H -0.372 2.106 -0.767 0.127
H 1.814 -0.555 -0.495 0.258
H 1.306 -3.354 0.694 0.255
H -2.333 1.888 0.287 0.261
H -0.250 -3.262 -1.229 0.315
C -1.825 2.814 0.581 -0.842
C 2.065 -1.580 -0.212 -1.053
H 2.813 -1.393 0.562 0.322
C 0.922 -2.365 0.435 -0.263
H -1.173 -2.618 0.162 0.298
H 2.399 -2.112 -1.098 0.303
H -0.435 -1.530 -1.025 0.251
H -0.743 3.789 -1.029 0.268
H -2.587 3.581 0.458 0.278